# 1
A structure of composition C37H26MoN6O6P2S2 at a distorted geometry, computed with the ωB97M-V functional and the def2-TZVPD basis.

Positions of all 80 atoms, in Å:
Mo  0.53619  0.37119  -0.18879
C  2.86781  -1.10024  2.67988
N  2.44700  0.28066  2.35173
P  0.70881  0.53265  2.30637
C  0.50026  2.15523  3.08371
C  1.50388  2.74251  3.84809
C  1.29568  3.98680  4.42342
C  0.08622  4.64276  4.24305
C  -0.91859  4.05386  3.48861
C  -0.71556  2.81217  2.90628
C  -0.07730  -0.59349  3.47284
C  0.26433  -0.56398  4.82670
C  -0.40263  -1.37866  5.72213
C  -1.43415  -2.20035  5.27831
C  -1.79961  -2.20584  3.94226
C  -1.11789  -1.40543  3.03448
P  2.80518  0.84606  0.75040
C  4.37884  0.14248  0.24410
C  4.48007  -0.37071  -1.04518
C  5.68930  -0.88416  -1.49317
C  6.79018  -0.88883  -0.65313
C  6.69157  -0.38279  0.63928
C  5.49068  0.13342  1.09138
C  3.01305  2.63823  0.89360
C  4.10361  3.22160  1.53807
C  4.17390  4.59539  1.67956
C  3.15893  5.40129  1.17576
C  2.07992  4.83219  0.52037
C  2.01082  3.45309  0.37910
H  2.51993  -1.34167  3.68032
H  3.95195  -1.16196  2.66991
H  2.46152  -1.83801  1.97998
H  2.45117  2.23417  3.97033
H  2.08186  4.44594  5.00929
H  -0.07267  5.61616  4.68935
H  -1.86262  4.56263  3.34347
H  -1.49889  2.37220  2.30162
H  1.04113  0.10518  5.17949
H  -0.13157  -1.36547  6.76968
H  -1.96031  -2.82974  5.98437
H  -2.61530  -2.82550  3.59412
H  -1.40269  -1.41327  1.99112
H  3.62054  -0.37718  -1.70301
H  5.74875  -1.28506  -2.49640
H  7.73202  -1.29443  -0.99925
H  7.55198  -0.39437  1.29547
H  5.41601  0.51566  2.10221
H  4.90186  2.60677  1.93209
H  5.02114  5.04250  2.18315
H  3.21500  6.47577  1.29247
H  1.28908  5.45128  0.11850
H  1.14258  3.03757  -0.12587
S  1.24668  0.77929  -2.50962
C  0.47305  -0.52130  -3.33893
S  0.44540  -1.73470  -0.05936
C  1.13998  -1.42715  -4.09419
C  2.56237  -1.37553  -4.17237
N  3.71164  -1.34012  -4.19794
C  0.43828  -2.47390  -4.76596
N  -0.13373  -3.31549  -5.30028
O  -1.57866  0.98064  -4.35307
C  -1.78187  0.17322  -3.50044
O  -0.85966  -0.76773  -3.11784
C  -3.04007  0.01865  -2.72500
C  -4.10451  0.84706  -3.04906
C  -5.22659  0.81703  -2.24555
C  -5.32954  0.01194  -1.12738
C  -4.24554  -0.79514  -0.84582
C  -3.10581  -0.82245  -1.62214
N  -4.28122  -1.61734  0.37907
O  -3.24215  -2.14591  0.72446
O  -5.28669  -1.56740  1.05422
N  -6.35990  1.70722  -2.57374
O  -6.24206  2.42192  -3.54570
O  -7.29307  1.72671  -1.79898
H  -4.04592  1.51814  -3.89308
H  -6.20528  0.02746  -0.49911
H  -2.27120  -1.44452  -1.33825
N  -2.41571  1.82202  -0.06609
C  -1.37373  1.32009  -0.11710

Cartesian forces (eV/Å) of the 2 atoms listed first:
Mo 0.17 0.13 -0.09
C 0.04 0.05 0.03

Summary:
Orbital gap (alpha / beta) in eV: 6.53 / 7.51
Relative energy (zero: lowest compared OMol25 entry of this formula, charge and spin) in kcal per mole: 21.19
Highest occupied orbital energy (alpha / beta) in eV: -7.6241 / -9.1018
<S²>: 2.0209
Spin multiplicity: 3

Atom-resolved charges from Löwdin, all expressed in e:
1. Mo 0.421
2. C -0.143
3. N -0.436
4. P 0.877
5. C -0.352
6. C -0.103
7. C -0.075
8. C -0.076
9. C -0.066
10. C -0.085
11. C -0.348
12. C -0.093
13. C -0.072
14. C -0.066
15. C -0.054
16. C -0.102
17. P 0.887
18. C -0.337
19. C -0.084
20. C -0.059
21. C -0.062
22. C -0.070
23. C -0.114
24. C -0.344
25. C -0.077
26. C -0.068
27. C -0.065
28. C -0.056
29. C -0.107
30. H 0.071
31. H 0.065
32. H 0.047
33. H 0.097
34. H 0.106
35. H 0.105
36. H 0.110
37. H 0.073
38. H 0.109
39. H 0.107
40. H 0.108
41. H 0.110
42. H 0.031
43. H 0.034
44. H 0.091
45. H 0.109
46. H 0.108
47. H 0.100
48. H 0.094
49. H 0.108
50. H 0.109
51. H 0.115
52. H 0.069
53. S 0.637
54. C -0.675
55. S 0.192
56. C -0.234
57. C -0.203
58. N 0.192
59. C -0.170
60. N 0.177
61. O 0.173
62. C -0.419
63. O -0.043
64. C -0.097
65. C 0.095
66. C -0.099
67. C 0.098
68. C -0.115
69. C 0.050
70. N -0.325
71. O 0.059
72. O 0.098
73. N -0.346
74. O 0.094
75. O 0.091
76. H 0.142
77. H 0.136
78. H 0.098
79. N 0.038
80. C -0.390

---

# 2
A cluster of 2 separate species, CH3O2S in total at a distorted geometry, computed with the ωB97M-V functional and the def2-TZVPD basis.

Positions of all 7 atoms, in Å:
C  0.55229  0.68980  -0.07498
O  -1.71608  -0.56680  -0.16016
O  3.01474  -0.18239  0.52012
S  1.77374  -0.33816  -0.35252
H  -1.66144  -0.95329  0.71531
H  0.72232  1.41487  0.72592
H  -0.77268  0.00966  -0.24883

Cartesian forces (eV/Å) of the 2 atoms listed first:
C 1.34 -0.92 -0.43
O 0.33 0.40 -0.24

Summary:
Orbital gap in eV: 8.08
Relative energy (zero: lowest compared OMol25 entry of this formula, charge and spin) in kcal per mole: 67.76
Highest occupied orbital energy in eV: -3.9714
Charge: -1

Atom-resolved charges from Löwdin, all expressed in e:
1. C -0.464
2. O -0.276
3. O -0.743
4. S 0.657
5. H -0.040
6. H -0.038
7. H -0.097

---

# 3
A cluster of 2 separate species, CH6N2S2 in total at a distorted geometry, computed with the ωB97M-V functional and the def2-TZVPD basis.

Positions of all 11 atoms, in Å:
S  -2.00569  1.56841  -0.71519
S  -0.60730  2.18455  -2.10465
H  -1.78043  0.21071  -0.86530
H  0.23887  1.32225  -1.59054
N  0.37276  -0.25429  1.69471
C  0.89953  -1.01134  0.63774
N  0.07810  -1.35195  -0.43107
H  0.82738  0.38022  2.38385
H  -0.64303  -0.12622  1.57160
H  1.98762  -1.07289  0.56826
H  0.63219  -1.84944  -1.14940

Cartesian forces (eV/Å) of the 2 atoms listed first:
S -0.37 -0.84 0.24
S -0.35 0.13 -0.23

Summary:
Structure (SMILES): [H]/N=C/N.SS
Orbital gap in eV: 8.99
Relative energy (zero: lowest compared OMol25 entry of this formula, charge and spin) in kcal per mole: 20.39
Highest occupied orbital energy in eV: -8.4891

Atom-resolved charges from Löwdin, all expressed in e:
1. S 0.173
2. S 0.232
3. H -0.199
4. H -0.261
5. N 0.043
6. C -0.291
7. N -0.003
8. H 0.112
9. H 0.072
10. H 0.101
11. H 0.021

---

# 4
A structure of composition C27H22Br2N4O5Sc, computed with the ωB97M-V functional and the def2-TZVPD basis.

Positions of all 61 atoms, in Å:
Sc  0.14573  0.00212  0.54190
O  2.23389  -0.07550  1.23395
C  3.16583  0.71505  1.11188
C  3.14964  1.95459  0.37440
C  4.33966  2.69385  0.40639
C  4.41372  3.88863  -0.25983
C  3.32231  4.38493  -0.99118
C  2.15985  3.67917  -1.03699
C  1.99464  2.42607  -0.34670
O  0.89908  1.80897  -0.38671
N  5.65548  4.66567  -0.21040
O  6.59679  4.20858  0.41681
O  5.69569  5.72010  -0.82303
H  4.12057  0.48304  1.60904
H  5.19805  2.32908  0.95383
H  3.42747  5.32569  -1.51188
H  1.31258  4.03789  -1.60692
Br  -3.41795  -3.34024  2.05339
C  -3.70190  -1.61766  1.34008
C  -5.00127  -1.27479  0.92535
C  -5.28487  -0.04310  0.41634
Br  -7.05745  0.37002  -0.11353
C  -4.24999  0.91969  0.27823
C  -4.41504  2.22765  -0.23307
C  -3.33794  3.05810  -0.35074
C  -2.06354  2.58041  0.01664
N  -1.88484  1.38396  0.51630
C  -2.95059  0.56246  0.67569
C  -2.63446  -0.73461  1.26291
O  -1.43302  -0.97471  1.64184
H  -5.78263  -2.01717  1.01840
H  -5.40221  2.55202  -0.53525
H  -3.44297  4.05906  -0.74602
H  -1.17230  3.17766  -0.13058
C  0.71776  -1.30072  5.21352
C  -0.16830  -0.05928  5.16969
C  0.04462  0.67993  3.92538
N  0.25752  1.17758  2.91531
H  0.54981  -1.84480  6.14228
H  1.77156  -1.03202  5.15640
H  0.48736  -1.96178  4.37968
H  0.01884  0.61722  6.00532
H  -1.22631  -0.32655  5.20369
C  1.26974  -3.58956  0.08243
C  0.60944  -3.49618  -1.25906
C  0.50558  -4.61449  -2.07144
C  -0.12908  -4.56660  -3.30957
C  -0.66410  -3.35132  -3.72118
C  -0.57715  -2.21010  -2.93840
C  -1.18449  -0.91744  -3.39820
C  0.06302  -2.25002  -1.67421
N  0.17038  -1.15159  -0.89638
H  1.67227  -4.59053  0.25370
H  0.55874  -3.36402  0.88586
H  2.08088  -2.86182  0.18482
H  0.92981  -5.54750  -1.71024
H  -0.20084  -5.44744  -3.93508
H  -1.16468  -3.27473  -4.68282
H  -1.35148  -0.91788  -4.47757
H  -0.54853  -0.07379  -3.12195
H  -2.14760  -0.72636  -2.90964

Cartesian forces (eV/Å) of the 2 atoms listed first:
Sc -0.31 0.03 -0.50
O 0.17 -0.12 0.19

Summary:
Orbital gap in eV: 5.06
Relative energy (zero: lowest compared OMol25 entry of this formula, charge and spin) in kcal per mole: 10.15
Highest occupied orbital energy in eV: -3.0932
Charge: -1

Atom-resolved charges from Löwdin, all expressed in e:
1. Sc 0.854
2. O -0.060
3. C -0.171
4. C -0.104
5. C 0.040
6. C -0.165
7. C -0.006
8. C 0.014
9. C -0.332
10. O -0.093
11. N -0.368
12. O 0.044
13. O 0.045
14. H 0.132
15. H 0.123
16. H 0.115
17. H 0.115
18. Br 0.748
19. C -0.611
20. C -0.183
21. C -0.644
22. Br 0.728
23. C -0.192
24. C -0.036
25. C -0.043
26. C -0.106
27. N 0.079
28. C -0.133
29. C -0.423
30. O -0.179
31. H 0.089
32. H 0.074
33. H 0.101
34. H 0.104
35. C -0.084
36. C -0.208
37. C -0.173
38. N 0.186
39. H 0.074
40. H 0.080
41. H 0.085
42. H 0.114
43. H 0.122
44. C -0.072
45. C -0.238
46. C -0.099
47. C -0.143
48. C -0.099
49. C -0.244
50. C -0.075
51. C -0.337
52. N -0.088
53. H 0.063
54. H 0.069
55. H 0.062
56. H 0.090
57. H 0.073
58. H 0.091
59. H 0.062
60. H 0.060
61. H 0.072

---

# 5
A cluster of 3 separate species, C16H34N3O4 in total at a distorted geometry, computed with the ωB97M-V functional and the def2-TZVPD basis.

Positions of all 57 atoms, in Å:
C  -2.34642  1.10422  0.65285
C  -1.39457  0.14619  1.37736
C  -0.14775  -0.15014  0.53885
C  0.84450  -1.18146  1.06474
N  0.15250  -2.48056  1.42186
C  1.23835  -3.27360  2.08298
C  1.75052  -2.26330  3.08868
C  1.80770  -0.93609  2.28632
C  1.59615  0.27755  3.20171
C  2.28705  1.57047  2.79166
O  1.42995  2.31994  1.92042
C  1.94399  2.78822  0.76792
O  1.26127  3.19281  -0.11175
H  -2.23008  1.03187  -0.43195
H  -3.38986  0.91955  0.90071
H  -2.13105  2.13630  0.92909
H  -1.92804  -0.78609  1.61235
H  -1.11814  0.60382  2.32751
H  -0.49556  -0.50817  -0.43886
H  0.39295  0.77402  0.33628
H  1.49713  -1.46334  0.23567
H  -0.23058  -2.95135  0.60207
H  -0.59711  -2.29392  2.09076
H  1.95486  -3.43627  1.28287
H  0.86678  -4.22262  2.46347
H  2.73169  -2.53896  3.47120
H  1.05508  -2.16915  3.92989
H  2.81093  -0.86376  1.85574
H  1.98843  0.01645  4.18967
H  0.53562  0.48170  3.34410
H  3.23593  1.36154  2.28416
H  2.50708  2.17701  3.67117
H  3.04474  2.87855  0.77588
C  1.93350  -3.89158  -1.92319
O  2.23174  -4.10706  -0.75070
N  2.82093  -3.72476  -2.90531
C  2.41925  -3.49172  -4.28148
C  4.24008  -3.80069  -2.58498
H  0.88780  -3.83868  -2.26642
H  2.79240  -4.28599  -4.92831
H  2.80729  -2.53706  -4.63774
H  1.33299  -3.47399  -4.34512
H  4.48318  -4.77244  -2.15701
H  4.51098  -3.03375  -1.85969
H  4.81248  -3.65257  -3.49658
C  -5.34358  3.43863  -0.72101
O  -4.77725  2.97074  0.25090
N  -4.76226  4.26480  -1.61076
C  -5.48017  4.80321  -2.74727
C  -3.37184  4.63335  -1.40625
H  -6.40019  3.22510  -0.95054
H  -5.00856  4.50299  -3.68487
H  -5.51182  5.89347  -2.70774
H  -6.50199  4.42825  -2.73859
H  -2.73092  3.75097  -1.41364
H  -3.24273  5.13157  -0.44513
H  -3.06534  5.30579  -2.20394

Cartesian forces (eV/Å) of the 2 atoms listed first:
C 0.11 0.06 0.01
C 0.05 0.03 0.05

Summary:
Orbital gap in eV: 8.58
Relative energy (zero: lowest compared OMol25 entry of this formula, charge and spin) in kcal per mole: 0.00
Highest occupied orbital energy in eV: -10.9692
Charge: +1

Atom-resolved charges from Löwdin, all expressed in e:
1. C -0.092
2. C -0.237
3. C -0.142
4. C -0.196
5. N 0.100
6. C -0.105
7. C -0.111
8. C -0.217
9. C -0.120
10. C -0.158
11. O -0.029
12. C -0.362
13. O 0.111
14. H 0.078
15. H 0.068
16. H 0.080
17. H 0.101
18. H 0.094
19. H 0.125
20. H 0.103
21. H 0.145
22. H 0.186
23. H 0.168
24. H 0.098
25. H 0.143
26. H 0.134
27. H 0.129
28. H 0.147
29. H 0.127
30. H 0.110
31. H 0.124
32. H 0.133
33. H 0.153
34. C -0.340
35. O -0.024
36. N -0.187
37. C -0.042
38. C -0.026
39. H 0.135
40. H 0.097
41. H 0.095
42. H 0.086
43. H 0.098
44. H 0.092
45. H 0.092
46. C -0.341
47. O -0.001
48. N -0.197
49. C -0.057
50. C -0.037
51. H 0.134
52. H 0.090
53. H 0.092
54. H 0.083
55. H 0.083
56. H 0.095
57. H 0.087